(P)
Formula: C2H3N3O
Source: the Open Molecules 2025 dataset
Level of theory: ωB97M-V/def2-TZVPD

Last column: Löwdin charge in e.
Geometry (Å):
C1 -0.83254 0.48033 1.31550  -0.036
C2 -0.04894 1.12683 -0.69314  -0.178
N1 -0.98907 1.75159 1.17120  -0.024
N2 -0.51215 2.17569 -0.01614  -0.018
N3 -0.12276 -0.01051 0.01730  -0.092
O1 0.00710 -1.32422 -0.40935  0.044
H1 -1.15144 -0.11505 2.07963  0.077
H2 0.33140 1.38464 -1.66181  0.120
H3 0.56214 -1.20000 -1.18465  0.107

Molecular weight, g mol⁻¹: 85.1
Spin multiplicity: 1
Kohn-Sham gap, eV: 10.180
SMILES: On1cnnc1

=====

(Q)
Formula: C2H3N3O
Source: the Open Molecules 2025 dataset
Level of theory: ωB97M-V/def2-TZVPD

Last column: Löwdin charge in e.
Geometry (Å):
C1 1.17022 -0.08220 0.00227  -0.075
C2 -0.12107 0.04162 -0.24280  -0.534
H1 1.91273 -0.13484 -0.81978  0.117
H2 1.28263 -0.57555 0.94339  0.103
H3 1.61687 0.90748 0.28844  0.115
N1 -0.94976 1.04546 -0.08504  0.106
N2 -2.12091 0.58334 0.03579  0.028
N3 -0.72344 -1.08403 -0.06005  0.175
O1 -2.06725 -0.70128 -0.06222  -0.036

Molecular weight, g mol⁻¹: 85.1
Spin multiplicity: 1
Kohn-Sham gap, eV: 11.662
SMILES: Cc1nnon1

=====

Energy above the most stable structure, in kJ/mol: (P) 0.0; (Q) 90.1

=====

(P)
Formula: C2H3N3O
Source: the Open Molecules 2025 dataset
Level of theory: ωB97M-V/def2-TZVPD

Last column: Löwdin charge in e.
Geometry (Å):
O1 -1.93376 -0.37828 0.28791  0.091
C1 -0.69258 0.04451 -0.01968  -0.519
N1 0.36777 -0.82690 0.32079  0.100
C2 1.44657 -0.06694 -0.14792  -0.204
N2 1.08498 1.09012 -0.61186  0.025
N3 -0.29170 1.18503 -0.48744  0.075
H1 -2.51769 -0.33749 -0.48050  0.128
H2 2.46716 -0.43342 -0.09708  0.112
H3 0.07008 -0.33605 1.24761  0.192

Molecular weight, g mol⁻¹: 85.1
Spin multiplicity: 1
Kohn-Sham gap, eV: 10.619
SMILES: Oc1nnc[nH]1

=====

(Q)
Formula: C2H3N3O
Source: the Open Molecules 2025 dataset
Level of theory: ωB97M-V/def2-TZVPD

Last column: Löwdin charge in e.
Geometry (Å):
O1 1.01105 0.10846 -1.95309  0.063
C1 0.42816 0.00809 -0.89919  -0.525
N1 0.14726 -1.11143 -0.12288  0.117
C2 -0.61652 -0.75849 0.99045  -0.188
N2 -0.81827 0.56156 0.92013  0.007
N3 -0.16091 1.01298 -0.14363  0.072
H1 0.42065 -2.03912 -0.41927  0.149
H2 -0.21807 -0.33700 1.98158  0.146
H3 -0.16293 1.99703 -0.34224  0.158

Molecular weight, g mol⁻¹: 85.1
Spin multiplicity: 1
Kohn-Sham gap, eV: 10.140
SMILES: O=c1[nH]cn[nH]1

=====

Energy above the most stable structure, in kJ/mol: (P) 14.6; (Q) 0.0

=====

(P)
Formula: C2H3N3O
Source: the Open Molecules 2025 dataset
Level of theory: ωB97M-V/def2-TZVPD

Last column: Löwdin charge in e.
Geometry (Å):
O1 -1.79985 -0.26396 -0.10401  0.095
C1 -0.48518 -0.05793 -0.15041  -0.383
N1 0.38865 -1.06469 -0.04822  -0.035
N2 1.50798 -0.85811 0.49454  0.054
N3 0.71883 1.54249 0.68092  0.196
C2 -0.02641 1.36812 -0.28277  -0.227
H1 -1.99055 -1.13260 0.27809  0.125
H2 2.13614 -1.60292 0.15488  0.062
H3 -0.42808 2.06425 -1.02571  0.113

Molecular weight, g mol⁻¹: 85.1
Spin multiplicity: 1
Kohn-Sham gap (alpha / beta), eV: 7.825 / 8.537

=====

(Q)
Formula: C2H3N3O
Source: the Open Molecules 2025 dataset
Level of theory: ωB97M-V/def2-TZVPD

Last column: Löwdin charge in e.
Geometry (Å):
C1 -1.02436 -0.26396 -0.24204  -0.105
C2 0.56991 -1.15704 0.71064  -0.237
H1 -0.37592 2.37844 0.09039  0.187
H2 -1.95503 0.09125 -0.61239  0.116
H3 1.10068 -1.93949 1.20139  0.095
N1 0.08567 0.51386 -0.33705  -0.273
N2 -0.65779 -1.46189 0.27225  0.083
N3 1.07538 0.02416 0.34016  0.109
O1 0.05427 1.80786 -0.67732  0.025

Molecular weight, g mol⁻¹: 85.1
Spin multiplicity: 1
Kohn-Sham gap, eV: 10.197
SMILES: On1cncn1

=====

Energy above the most stable structure, in kJ/mol: (P) 198.4; (Q) 0.0

=====

(P)
Formula: C2H8N2O2
Source: the Open Molecules 2025 dataset
Level of theory: ωB97M-V/def2-TZVPD

Last column: Löwdin charge in e.
Geometry (Å):
N1 1.55366 0.01551 -0.89777  0.016
C1 0.89934 0.13038 0.38921  -0.193
C2 -0.49045 0.71931 0.20302  -0.483
N2 -0.73578 1.99468 0.57162  0.180
O1 -1.44102 -0.04455 0.04785  0.023
H1 2.53903 0.19459 -0.83618  0.060
H2 1.28010 -0.65571 -1.58825  0.073
H3 0.75222 -0.83425 0.88486  0.113
H4 1.49801 0.72180 1.07896  0.115
H5 -0.07632 2.74575 0.54604  0.106
H6 -1.68905 2.24901 0.61994  0.098
H7 -1.31127 -1.64451 -0.22432  -0.053
H8 -1.75715 -3.03458 -0.59622  0.029
O2 -1.02133 -2.55742 -0.19875  -0.084

Molecular weight, g mol⁻¹: 92.1
Spin multiplicity: 1
Kohn-Sham gap, eV: 9.979
SMILES: NCC(N)=O.O

=====

(Q)
Formula: C2H8N2O2
Source: the Open Molecules 2025 dataset
Level of theory: ωB97M-V/def2-TZVPD

Last column: Löwdin charge in e.
Geometry (Å):
C1 0.11859 0.58203 1.21726  -0.464
C2 -0.87721 0.35899 0.05204  -0.201
N1 0.00617 -1.56712 -1.68107  -0.027
N2 1.06132 1.63966 0.91441  0.052
O1 -1.50256 -0.70829 0.04106  -0.003
O2 0.79826 -0.59125 1.52079  -0.008
H1 0.57958 -1.26017 0.84973  0.080
H2 -0.42365 0.89379 2.12513  0.156
H3 -0.98506 -1.68534 -1.88397  0.000
H4 0.46352 -2.42921 -1.98526  0.022
H5 1.59032 1.40224 0.08213  0.076
H6 0.59167 2.52147 0.77788  0.066
H7 0.07170 -0.42967 -1.94444  0.121
H8 -1.49265 1.27289 -0.08568  0.128

Molecular weight, g mol⁻¹: 92.1
Spin multiplicity: 1
Kohn-Sham gap, eV: 9.008
SMILES: N[C@H](O)C=O.N

=====

(R)
Formula: C2H8N2O2
Source: the Open Molecules 2025 dataset
Level of theory: ωB97M-V/def2-TZVPD

Last column: Löwdin charge in e.
Geometry (Å):
N1 1.64569 1.93450 -0.21480  -0.030
C1 2.32917 0.93248 -0.99404  -0.261
C2 1.36571 -0.19181 -1.08992  -0.546
N2 1.14006 -0.80425 0.15262  0.155
O1 0.59554 -0.33009 -2.01942  0.048
H1 0.63669 1.89827 -0.57459  0.111
H2 1.87517 2.90201 -0.52830  0.086
H3 3.37130 0.68758 -0.54896  0.137
H4 2.59462 1.36416 -2.00421  0.126
H5 1.57710 -0.34057 0.88456  0.060
H6 0.27467 -1.33701 0.20571  0.114
H7 -5.34480 -2.19881 2.62526  0.080
H8 -5.84766 -0.73714 2.62194  0.071
O2 -5.69637 -1.49419 3.30163  -0.151

Molecular weight, g mol⁻¹: 92.1
Spin multiplicity: 1
Kohn-Sham gap, eV: 10.536
SMILES: NCC(N)=O.O

=====

(S)
Formula: C2H8N2O2
Source: the Open Molecules 2025 dataset
Level of theory: ωB97M-V/def2-TZVPD

Last column: Löwdin charge in e.
Geometry (Å):
N1 -2.02391 0.30795 -1.30980  0.006
C1 -0.70463 0.93191 -1.25797  -0.323
O1 -0.68217 2.14500 -0.47721  -0.065
H1 -2.18448 -0.11723 -2.20450  0.058
H2 -2.74781 1.00298 -1.14575  0.064
H3 -0.33258 1.24652 -2.23087  0.113
H4 -0.02070 0.25632 -0.73923  0.075
H5 -1.44461 2.05991 0.08233  0.053
C2 1.51478 -0.70837 1.31537  -0.433
N2 1.87930 -1.95816 1.71176  0.114
O2 1.92030 -0.08841 0.37726  0.028
H6 0.67666 -0.31399 1.92282  0.129
H7 2.83311 -2.27032 1.62264  0.101
H8 1.31674 -2.49410 2.33315  0.081

Molecular weight, g mol⁻¹: 92.1
Spin multiplicity: 1
Kohn-Sham gap, eV: 10.206
SMILES: NC=O.NCO

=====

Energy above the most stable structure, in kJ/mol: (P) 0.0; (Q) 284.7; (R) 73.1; (S) 82.0